The following is a DFT calculation (the ωB97M-V functional and the def2-TZVPD basis) of a molecular structure, C15H26FeN7O9P2.

Geometry (Å):
Fe: -0.062 -0.011 0.331
N: 3.596 -1.610 -1.733
C: 2.972 -1.954 -0.392
C: 3.724 -3.105 0.262
P: 3.017 -0.327 0.553
O: 4.035 -0.528 1.742
O: 3.505 0.656 -0.444
O: 1.637 -0.095 1.187
P: 1.190 -2.328 -0.604
O: 1.145 -3.518 -1.654
O: 0.637 -1.060 -1.268
O: 0.603 -2.654 0.714
H: 3.629 -0.566 -1.762
H: 3.074 -1.988 -2.526
H: 4.553 -1.962 -1.786
H: 4.757 -2.829 0.481
H: 3.714 -3.988 -0.379
H: 3.240 -3.370 1.201
H: 3.646 -0.816 2.578
H: 0.778 -4.339 -1.300
N: -5.643 -4.323 -1.269
C: -5.368 -3.624 -0.147
O: -6.094 -3.574 0.820
C: -4.070 -2.840 -0.129
C: -3.562 -2.502 1.119
C: -2.419 -1.738 1.192
N: -1.777 -1.303 0.099
C: -2.255 -1.632 -1.105
C: -3.399 -2.395 -1.259
H: -6.492 -4.865 -1.285
H: -4.972 -4.468 -2.000
H: -4.076 -2.829 2.012
H: -1.996 -1.459 2.148
H: -1.700 -1.275 -1.962
H: -3.760 -2.599 -2.258
C: 2.071 3.058 -2.311
N: 1.872 3.368 -0.891
C: 2.538 4.389 -0.290
C: 2.437 4.613 1.037
C: 1.624 3.713 1.779
N: 0.974 2.712 1.178
C: 1.090 2.550 -0.129
O: 0.485 1.600 -0.749
N: 1.481 3.832 3.097
H: 2.658 3.854 -2.758
H: 1.111 2.988 -2.815
H: 2.599 2.111 -2.393
H: 3.151 4.999 -0.938
H: 2.967 5.428 1.504
H: 1.949 4.555 3.615
H: 0.913 3.167 3.594
C: -3.502 2.394 1.594
C: -2.409 1.947 0.678
N: -2.334 2.494 -0.528
O: -1.595 1.074 1.053
H: -3.320 3.425 1.903
H: -3.529 1.757 2.472
H: -4.466 2.360 1.086
H: -3.008 3.179 -0.827
H: -1.563 2.254 -1.137

Computed properties:
2S+1 ... 6
Total charge ... +2
Frontier orbital gap (alpha / beta) ... 9.54 / 7.26 eV
LUMO level (alpha / beta) ... -4.92 / -7.19 eV

=====

The following is a DFT calculation (the ωB97M-V functional and the def2-TZVPD basis) of a gas-phase ion, C6H5N2OS (charge +1).

Geometry (Å):
C: 1.511 1.851 0.082
C: -0.010 1.745 -0.026
O: -0.790 2.655 -0.137
C: -0.582 0.364 0.027
S: -2.239 0.179 0.146
C: -2.221 -1.646 -0.149
C: -0.926 -2.008 -0.097
C: 0.004 -0.906 -0.027
N: 1.222 -1.267 -0.053
N: 2.242 -1.675 0.054
H: 1.954 0.836 0.096
H: 1.788 2.367 1.054
H: 1.862 2.599 -0.688
H: -3.196 -2.119 0.059
H: -0.620 -2.976 -0.340

Computed properties:
Total charge ... +1
SMILES string ... CC(=O)c1sccc1[N+]#N
ΔE to the lowest compared entry with this formula, charge and spin ... 9.56 kJ/mol
Frontier orbital gap ... 8.35 eV
LUMO level ... -6.32 eV

=====

The following is a DFT calculation (the ωB97M-V functional and the def2-TZVPD basis) of a single C4H4F4O molecule.

Geometry (Å):
C: 0.361 0.021 0.359
C: -0.732 -0.499 -0.562
F: -0.993 -1.833 -0.171
C: -2.083 0.389 -0.370
O: -2.008 1.506 -0.747
C: -3.625 -0.009 0.115
F: -4.408 0.843 -0.551
F: -4.112 -1.246 -0.251
F: -3.854 0.184 1.418
H: 1.123 -0.693 0.069
H: 0.227 0.093 1.446
H: 0.537 0.988 0.102
H: -0.422 -0.704 -1.661

Computed properties:
SMILES string ... C[C@@H](F)C(=O)C(F)(F)F
ΔE to the lowest compared entry with this formula, charge and spin ... 3.67 kJ/mol
Frontier orbital gap ... 10.88 eV
LUMO level ... 0.14 eV

=====

The following is a DFT calculation (the ωB97M-V functional and the def2-TZVPD basis) of 5 unconnected molecules or ions with the total composition C10H30O5.

Geometry (Å):
C: -27.014 -7.058 27.914
C: -27.762 -6.087 27.012
O: -27.582 -6.530 25.674
H: -27.544 -7.975 28.174
H: -26.807 -6.603 28.883
H: -26.107 -7.428 27.438
H: -27.257 -5.124 27.097
H: -28.838 -6.007 27.168
H: -27.901 -5.804 25.133
C: -25.149 -6.784 20.299
C: -23.887 -6.068 20.783
O: -23.004 -5.875 19.686
H: -24.850 -7.832 20.268
H: -25.650 -6.469 19.383
H: -25.853 -6.804 21.131
H: -23.509 -6.764 21.531
H: -24.112 -5.123 21.278
H: -22.685 -6.775 19.590
C: -26.576 -7.717 22.805
C: -26.366 -8.306 24.167
O: -27.544 -8.513 24.751
H: -27.143 -6.787 22.748
H: -27.141 -8.438 22.215
H: -25.654 -7.396 22.320
H: -25.734 -7.706 24.822
H: -25.811 -9.244 24.131
H: -27.576 -7.928 25.511
C: -23.978 -10.466 21.208
C: -24.121 -9.473 22.342
O: -23.027 -9.523 23.289
H: -23.868 -11.482 21.585
H: -23.021 -10.165 20.782
H: -24.760 -10.354 20.457
H: -24.970 -9.677 22.996
H: -24.195 -8.472 21.918
H: -22.368 -8.877 23.025
C: -27.156 -10.130 25.949
C: -27.109 -11.366 26.825
O: -25.959 -11.265 27.725
H: -26.315 -10.067 25.259
H: -27.056 -9.181 26.476
H: -28.045 -10.132 25.318
H: -26.941 -12.261 26.225
H: -28.081 -11.578 27.271
H: -26.096 -10.677 28.472

Computed properties:
SMILES string ... CCO.CCO.CCO.CCO.CCO
ΔE to the lowest compared entry with this formula, charge and spin ... 552.12 kJ/mol
Frontier orbital gap ... 8.67 eV
LUMO level ... 0.34 eV

=====

The following is a DFT calculation (the ωB97M-V functional and the def2-TZVPD basis) of 7 unconnected molecules or ions with the total composition C25H31N5O7.

Geometry (Å):
O: -4.564 2.951 7.600
C: -3.461 2.622 6.840
C: -2.228 3.249 7.083
C: -1.159 2.936 6.286
C: -1.334 2.158 5.159
O: -0.228 1.911 4.400
C: -2.541 1.564 4.861
C: -3.599 1.806 5.758
H: -5.349 3.186 7.102
H: -2.145 4.019 7.838
H: -0.183 3.336 6.525
H: -0.338 1.111 3.869
H: -2.640 0.960 3.971
H: -4.596 1.488 5.479
O: 5.831 -0.415 1.076
C: 4.838 0.050 0.244
C: 4.015 1.051 0.721
C: 2.918 1.461 -0.025
C: 2.735 0.943 -1.289
O: 1.805 1.443 -2.151
C: 3.613 -0.081 -1.787
C: 4.725 -0.467 -1.044
H: 5.704 -0.068 1.962
H: 4.196 1.504 1.687
H: 2.272 2.274 0.281
H: 1.703 2.397 -2.155
H: 3.430 -0.494 -2.770
H: 5.410 -1.182 -1.476
O: 0.816 -4.488 -7.442
C: 0.853 -3.697 -6.348
C: 0.025 -4.018 -5.290
C: -0.065 -3.201 -4.169
C: 0.627 -2.016 -4.189
O: 0.754 -1.406 -2.951
C: 1.569 -1.731 -5.172
C: 1.681 -2.560 -6.290
H: 1.598 -4.424 -7.994
H: -0.714 -4.800 -5.401
H: -0.697 -3.434 -3.325
H: 1.423 -0.719 -2.896
H: 2.140 -0.816 -5.071
H: 2.351 -2.223 -7.070
N: -3.690 -0.287 -2.125
C: -3.470 -0.308 -3.462
N: -2.989 0.929 -3.818
O: -3.655 -1.230 -4.233
H: -3.421 0.509 -1.578
H: -4.116 -1.053 -1.632
H: -2.729 1.039 -4.785
H: -2.873 1.691 -3.179
C: -0.574 -0.726 -0.356
C: -0.560 -0.429 1.094
N: -0.458 -0.184 2.211
H: -1.518 -1.186 -0.635
H: 0.341 -1.271 -0.574
H: -0.487 0.228 -0.878
C: -0.071 -3.559 2.951
C: 1.316 -3.444 3.430
N: 2.381 -3.303 3.833
H: 0.050 -3.863 1.907
H: -0.570 -2.596 2.867
H: -0.570 -4.375 3.467
C: -0.353 3.740 0.857
C: -1.036 3.038 -0.223
N: -1.634 2.589 -1.097
H: -0.877 4.654 1.141
H: 0.652 4.089 0.621
H: -0.276 3.126 1.756

Computed properties:
SMILES string ... Oc1ccc(O)cc1.Oc1ccc(O)cc1.Oc1ccc(O)cc1.NC(N)=O.CC#N.CC#N.CC#N
ΔE to the lowest compared entry with this formula, charge and spin ... 0.00 kJ/mol
Frontier orbital gap ... 8.09 eV
LUMO level ... 0.10 eV

=====

The following is a DFT calculation (the ωB97M-V functional and the def2-TZVPD basis) of a molecular structure, C35H30AsBrCoN3O3.

Geometry (Å):
Co: 0.161 -0.016 0.032
C: -3.126 0.388 0.439
O: -1.875 0.247 1.139
C: -1.806 0.603 2.442
C: -2.871 1.045 3.211
C: -2.683 1.342 4.562
Br: -4.146 1.912 5.582
C: -1.445 1.214 5.147
C: -0.350 0.803 4.363
C: -0.548 0.467 3.024
O: 0.436 -0.028 2.196
C: 0.945 0.782 4.991
N: 1.103 0.661 6.337
C: 2.409 0.700 6.542
C: 3.122 0.611 7.782
C: 4.474 0.714 7.725
C: 5.147 0.896 6.477
C: 4.487 0.974 5.245
C: 3.125 0.864 5.301
N: 2.132 0.876 4.337
H: -3.477 1.418 0.500
H: -3.861 -0.301 0.854
H: -2.909 0.125 -0.590
H: -3.856 1.142 2.778
H: -1.289 1.443 6.191
H: 1.084 -0.580 2.652
H: 2.579 0.471 8.707
H: 5.069 0.658 8.625
H: 6.227 0.971 6.490
H: 5.032 1.109 4.321
H: 2.248 1.238 3.393
N: 3.076 -2.413 -1.360
C: 1.949 -1.806 -1.009
O: 1.966 -0.947 -0.091
C: 0.671 -2.192 -1.719
C: -0.543 -1.361 -1.285
H: 3.941 -2.170 -0.906
H: 3.083 -3.108 -2.086
H: 0.532 -3.261 -1.528
H: 0.870 -2.117 -2.792
H: -1.306 -1.992 -0.828
H: -1.009 -0.895 -2.155
C: -1.637 6.473 -1.508
C: -2.124 5.681 -0.477
C: -1.491 4.487 -0.167
C: -0.363 4.100 -0.884
C: 0.128 4.889 -1.917
C: -0.519 6.076 -2.229
As: 0.509 2.471 -0.378
C: 1.894 2.085 -1.669
C: 1.718 1.594 -2.954
C: 2.837 1.263 -3.708
C: 4.109 1.409 -3.168
C: 4.280 1.886 -1.876
C: 3.169 2.229 -1.115
C: 3.192 2.750 0.269
C: 4.332 3.044 1.014
C: 4.206 3.590 2.283
C: 2.948 3.841 2.828
C: 1.804 3.526 2.102
C: 1.935 2.985 0.831
H: -2.133 7.402 -1.754
H: -2.999 5.990 0.078
H: -1.884 3.862 0.629
H: 1.005 4.587 -2.476
H: -0.147 6.694 -3.036
H: 0.726 1.475 -3.375
H: 2.717 0.897 -4.719
H: 4.977 1.157 -3.763
H: 5.280 1.995 -1.474
H: 5.318 2.881 0.597
H: 5.096 3.859 2.837
H: 2.863 4.315 3.799
H: 0.824 3.751 2.513

Computed properties:
2S+1 ... 5
Total charge ... +2
Frontier orbital gap (alpha / beta) ... 6.95 / 4.33 eV
LUMO level (alpha / beta) ... -6.09 / -9.03 eV

=====

The following is a DFT calculation (the ωB97M-V functional and the def2-TZVPD basis) of a single C15H17ClF3N3O molecule.

Geometry (Å):
O: 0.905 6.006 1.473
C: 1.065 5.502 0.366
C: 2.442 5.318 -0.275
C: 2.271 4.108 -1.231
C: 0.778 3.666 -1.075
N: 0.591 2.348 -0.417
C: 1.172 2.045 0.947
C: 0.531 0.814 1.664
N: 0.551 -0.305 0.696
C: 0.442 -1.617 1.215
C: 1.393 -2.194 2.044
C: 1.261 -3.490 2.594
C: 0.096 -4.234 2.398
Cl: -0.075 -5.814 3.129
C: -0.921 -3.669 1.596
C: -2.242 -4.402 1.367
F: -2.026 -5.467 0.544
F: -3.115 -3.531 0.809
F: -2.783 -4.840 2.548
C: -0.685 -2.420 0.964
C: -0.049 0.002 -0.640
C: 0.607 1.213 -1.335
N: 0.146 4.660 -0.181
H: 2.843 6.202 -0.858
H: 3.167 5.074 0.504
H: 2.474 4.358 -2.269
H: 2.952 3.344 -0.943
H: 0.283 3.673 -2.047
H: 1.086 2.905 1.638
H: 2.259 1.868 0.830
H: 1.100 0.559 2.565
H: -0.482 1.012 1.994
H: 2.320 -1.679 2.266
H: 2.120 -3.907 3.164
H: -1.466 -1.986 0.346
H: -1.104 0.224 -0.544
H: 0.081 -0.873 -1.304
H: 1.646 1.035 -1.551
H: 0.107 1.340 -2.287
H: -0.575 4.318 0.462

Computed properties:
SMILES string ... O=C1CC[C@@H](N2CCN(c3ccc(Cl)c(C(F)(F)F)c3)CC2)N1
Frontier orbital gap ... 9.07 eV
LUMO level ... 0.60 eV

=====

The following is a DFT calculation (the ωB97M-V functional and the def2-TZVPD basis) of a molecular structure, C14H19NO4.

Geometry (Å):
C: -4.869 -1.638 -1.386
C: -5.296 -1.792 -0.054
C: -5.155 -0.412 0.748
C: -3.815 -0.166 1.083
O: -3.256 0.304 -0.173
C: -2.046 0.801 0.097
C: -1.254 0.638 1.326
C: 0.120 1.239 0.981
C: 0.603 1.825 -0.142
C: -0.136 1.872 -1.167
C: -1.537 1.672 -1.096
H: -2.232 1.663 -2.073
H: 0.223 2.190 -2.177
C: 2.113 2.330 -0.054
C: 3.031 1.045 -0.276
O: 4.034 0.997 0.584
N: 2.672 -0.115 -0.881
H: 1.673 0.025 -1.249
C: 3.561 -1.015 -1.254
H: 4.445 -0.745 -1.314
H: 2.994 -1.675 -2.125
C: 3.428 -1.975 0.181
O: 3.142 -3.085 0.037
O: 4.045 -1.492 1.270
H: 4.332 -0.410 0.726
H: 2.435 2.850 0.783
H: 2.285 2.677 -0.975
H: 0.809 1.278 1.943
H: -1.604 0.284 2.184
H: -3.271 -1.072 1.461
H: -3.845 0.679 1.906
H: -5.794 0.307 0.107
H: -5.822 -0.589 1.737
H: -4.943 -2.721 0.435
H: -6.540 -2.120 -0.086
H: -5.407 -0.641 -1.955
H: -3.834 -1.389 -1.638
H: -5.061 -2.546 -1.756

Computed properties:
ΔE to the lowest compared entry with this formula, charge and spin ... 1024.16 kJ/mol
Frontier orbital gap ... 8.81 eV
LUMO level ... 0.20 eV

=====

One value per record, in order, for largest force on an atom: 0.019; 0.097; 0.064; 0.076; 0.059; 0.011; 0.056; 0.255 Eh/bohr.
One value per record, in order, for DFT total energy: -97796.608; -22156.032; -17128.968; -21087.470; -48209.678; -215888.598; -43023.595; -24497.275 eV.